1.
# C5H5ClN2

The molecule C5H5ClN2 (the ωB97M-V functional and the def2-TZVPD basis, the Open Molecules 2025 dataset).

```
! wB97M-V def2-TZVPD RIJCOSX def2/J DEFGRID3
* xyz 0 1
N 0.75939 1.04206 0.46567
Cl 1.49558 0.22020 -2.32746
C 0.23000 -0.54569 -1.41888
H -1.19744 0.17795 2.94045
H -0.32873 -1.82251 -3.03003
C -0.49409 -1.50924 -1.96607
H 0.61654 1.89855 2.43960
C 0.02577 0.01509 -0.05951
H -1.22498 -2.11211 -1.40069
C -0.72837 0.32323 1.92432
C 0.28071 1.21992 1.73204
H 1.43119 1.51044 -0.07357
N -0.86556 -0.41788 0.77414
*
```

Values from the calculation:
SMILES string ... C=C(Cl)c1ncc[nH]1
Frontier orbital gap ... 9.38 eV
HOMO energy ... -0.3167 Eh


2.
# C5H5ClO4

The molecule C5H5ClO4 (the ωB97M-V functional and the def2-TZVPD basis, the Open Molecules 2025 dataset).

```
! wB97M-V def2-TZVPD RIJCOSX def2/J DEFGRID3
* xyz 0 1
O -0.98736 0.51333 -1.21452
C -0.15357 -0.05178 -0.19422
C 1.23674 0.56297 -0.20098
C 2.25332 -0.49017 0.17113
H 1.45602 0.93195 -1.19918
H 1.32150 1.36408 0.53183
H -0.95101 -0.74278 1.70068
O 2.69704 -0.68395 1.24657
O -3.09489 -0.27168 -1.56540
Cl 2.71498 -1.51789 -1.20536
C -2.24244 0.10834 -0.84057
C -1.01671 0.13259 1.06022
O -2.33965 0.22345 0.50724
H -0.08907 -1.12363 -0.41190
H -0.80490 1.04518 1.61445
*
```

Values from the calculation:
SMILES string ... O=C(Cl)C[C@H]1COC(=O)O1
Frontier orbital gap ... 11.67 eV
HOMO energy ... -0.4128 Eh


3.
# C5H5CsFLiO3

A structure of composition C5H5CsFLiO3 (the ωB97M-V functional and the def2-TZVPD basis, the Open Molecules 2025 dataset).

```
! wB97M-V def2-TZVPD RIJCOSX def2/J DEFGRID3
* xyz 0 1
Cs 0.79808 -0.98337 -2.80140
O 2.56713 0.48724 0.24825
H 3.54211 1.04862 2.57623
C -3.32814 -0.18213 -3.90101
F -4.02817 -1.27351 -3.56943
H -3.20305 0.58034 -1.93197
H -2.42482 1.60394 -3.32230
C 2.62548 0.45881 2.61144
C 2.03889 0.10677 1.33801
C 2.19492 0.03371 3.85842
H 2.83839 0.34563 4.70611
C -2.94281 0.70501 -2.98457
H -3.16547 -0.09943 -4.97807
O 0.97900 -0.64115 1.26024
O 1.21418 -0.72851 4.14525
Li 0.29427 -1.46199 2.74478
*
```

Values from the calculation:
Frontier orbital gap ... 4.74 eV
HOMO energy ... -0.2167 Eh


4.
# C5H5F

A cluster of 2 separate species, C5H5F in total (the ωB97M-V functional and the def2-TZVPD basis, the Open Molecules 2025 dataset).

```
! wB97M-V def2-TZVPD RIJCOSX def2/J DEFGRID3
* xyz 0 1
H -0.34102 -1.72944 -0.00845
H 0.99111 1.21547 2.22274
H 0.94918 -1.15129 -1.22254
F -3.45550 0.43042 0.73060
C 0.40574 -0.98556 -0.28656
C -3.98620 -0.68805 -1.40343
C 0.37750 1.01999 1.39769
H -0.19277 1.88152 1.06701
C 0.52471 0.01544 0.52878
C -3.81312 -0.09238 -0.37481
H -4.03304 -0.76589 -2.43533
*
```

Values from the calculation:
SMILES string ... C=C=C.C#CF
Frontier orbital gap ... 10.56 eV
HOMO energy ... -0.3598 Eh


5.
# C5H5F2FeNO19S2

A structure of composition C5H5F2FeNO19S2 (the ωB97M-V functional and the def2-TZVPD basis, the Open Molecules 2025 dataset).

```
! wB97M-V def2-TZVPD RIJCOSX def2/J DEFGRID3
* xyz -3 6
H -2.27379 0.23257 2.73902
O -3.73016 0.46361 -1.25050
O 3.13081 1.95779 2.99212
O -0.09962 -1.15678 1.66940
O 2.30538 1.25786 -2.64155
O 1.49831 -1.09093 -0.58765
O -2.10361 3.13440 2.35406
O -2.33756 0.47323 -3.29307
O 1.85635 0.94066 1.34691
O -3.14934 -2.23765 -0.99845
F -0.89344 -2.72402 -0.72930
H 2.78346 -0.30874 -2.25110
O -2.62774 1.10875 2.94481
C 2.37803 -1.79044 -1.20642
N -1.25888 -0.22750 -0.98532
H -2.08738 -2.32706 3.44480
C 1.23154 1.77260 -2.25705
O 3.06848 -1.24314 -2.22981
S -1.86681 -1.71911 -1.49717
S -2.42398 0.48270 -1.85112
O 2.51736 -2.99366 -0.89819
O 0.69365 2.54503 -3.22887
O -0.70152 -3.18754 2.24329
C 2.95823 1.05520 1.93883
H 4.03679 1.59524 2.83624
F -1.88338 1.96248 -1.69916
C -1.94199 1.93825 2.16984
O 3.96685 0.36825 1.69376
O 0.75141 1.59222 -1.13116
C -0.79422 -1.96700 2.32855
O -1.14295 1.44763 1.30616
Fe 0.19190 0.25788 0.24830
H 1.25326 2.03810 -3.84650
O -1.55078 -2.18289 -2.82556
O -1.75466 -1.46800 3.15183
*
```

Values from the calculation:
Expectation value of S² ... 8.758
Frontier orbital gap (spin up / spin down) ... 7.24 / 6.80 eV
HOMO energy (spin up / spin down) ... -0.0137 / -0.0091 Eh


6.
# C5H5F2N2

The ion C5H5F2N2 with charge +1 (the ωB97M-V functional and the def2-TZVPD basis, the Open Molecules 2025 dataset).

```
! wB97M-V def2-TZVPD RIJCOSX def2/J DEFGRID3
* xyz 1 1
N -1.05698 -0.07199 0.41189
H -1.81392 0.82363 -1.24675
C -1.90138 -0.10539 -0.73643
H 2.97312 -0.96936 1.83444
C 0.60651 1.36092 1.32526
N -0.37218 0.93779 0.58201
C 2.06419 -0.57803 1.14967
C 1.45116 -1.55215 0.62568
H 2.66791 1.48002 1.83796
F 1.22191 -2.76721 0.45112
H -1.52034 -0.85897 -1.31141
C 1.86445 0.84388 1.42787
H -2.85707 -0.31057 -0.36074
F 0.50246 2.59388 1.66463
*
```

Values from the calculation:
Frontier orbital gap (spin up / spin down) ... 6.36 / 6.91 eV
HOMO energy (spin up / spin down) ... -0.4962 / -0.4992 Eh


Total energy across the listed records, respectively: -763.21276 -954.69113 -546.79126 -293.19336 -3937.78787 -502.23748 Ha.
Maximum force across the listed records, respectively: 0.035 0.013 0.039 0.056 0.167 0.081 hartree/bohr.